(1)
DFT (ωB97M-V/def2-TZVPD) results for a 14-piece molecular cluster, C30H89F3N17O15 overall.

Last column: Mulliken charge in e.
CARTESIAN COORDINATES (ANGSTROEM)
C 0.1716 0.8866 0.8745  0.30
O 0.0430 0.3238 -0.4191  0.64
O -0.9211 0.6283 1.5843  1.09
C 1.5120 0.3291 1.4672  -0.14
F 2.5673 0.9340 0.8607  -0.30
F 1.7102 0.5254 2.7920  -0.25
F 1.6678 -0.9861 1.2588  0.00
C 0.7083 0.9251 -1.5065  0.99
C 0.5150 0.1897 -2.8352  0.33
H -0.5187 -0.1377 -2.9668  -0.16
H 0.7921 0.9198 -3.5939  -0.36
H 1.0787 -0.7385 -2.8861  -0.70
H 1.7817 1.0857 -1.4258  -0.08
H 0.2352 1.9050 -1.6597  -0.67
H 0.3225 1.9877 0.7827  -0.22
C -1.3456 -0.9499 4.8952  0.30
O -1.5646 -1.6992 5.8372  -0.77
N -0.3629 -1.1182 3.9710  1.08
N -2.0722 0.1785 4.6365  -0.03
H -0.2701 -0.5073 3.1680  -0.77
H 0.3446 -1.8270 4.0796  -0.30
H -2.8658 0.4284 5.1943  0.23
H -1.8905 0.7077 3.7976  -0.29
C 2.4641 1.0487 6.2789  0.36
O 3.0351 1.3932 7.3009  -0.72
N 3.0454 0.3698 5.2529  -0.26
N 1.1101 1.2640 6.1292  -0.16
H 3.9917 0.0755 5.4117  0.20
H 2.5729 0.0971 4.4069  0.37
H 0.7297 1.8110 6.8806  0.22
H 0.6033 1.1507 5.2700  0.08
C -4.0142 3.7231 1.2179  0.42
O -4.5690 4.8114 1.3035  -0.76
N -2.6644 3.5232 1.2539  0.28
N -4.7203 2.5498 1.1408  -0.09
H -2.0078 4.2758 1.4122  0.33
H -2.3463 2.5638 1.2372  -0.38
H -5.7208 2.5839 1.1346  0.20
H -4.2441 1.6590 1.1613  0.12
C -2.6347 1.8821 -2.9907  0.21
O -2.0788 2.9041 -3.3993  -0.72
N -2.5490 1.4781 -1.7003  0.84
N -3.5170 1.1640 -3.7390  -0.11
H -2.1418 2.0751 -1.0026  -0.22
H -3.0025 0.6513 -1.3473  -0.19
H -3.4210 1.1039 -4.7358  0.26
H -3.9227 0.3594 -3.2682  -0.02
C 1.1236 -3.0150 -5.5281  0.65
O -0.0446 -2.6621 -5.4259  -0.64
N 1.4671 -4.3352 -5.5540  -0.36
N 2.1572 -2.1333 -5.5939  -0.29
H 0.7211 -5.0012 -5.6279  0.21
H 2.3952 -4.6913 -5.6887  0.16
H 3.0712 -2.5280 -5.7206  0.18
H 2.0354 -1.1388 -5.5573  0.15
C 1.3538 3.0295 -5.9173  0.54
O 1.3905 2.1574 -6.7800  -0.68
N 0.4721 3.0361 -4.8931  -0.16
N 2.2873 4.0520 -5.9307  -0.49
H 0.2044 3.8719 -4.4053  0.18
H -0.2190 2.3046 -4.9261  0.14
H 2.9095 3.8958 -6.7053  0.25
H 2.5842 4.4556 -5.0615  0.23
C 0.8226 -6.0312 3.2207  -1.11
C 0.3950 -5.1750 4.4107  0.31
C 1.5028 -4.1407 4.7112  -0.93
O 1.7366 -3.3184 3.5720  -0.01
C 3.1217 -3.1839 3.3016  -1.05
N -0.8973 -4.5628 4.1446  -0.70
H 0.0461 -6.6339 2.7607  0.39
H 1.6588 -6.6354 3.5941  0.38
H 1.2566 -5.4035 2.4379  -0.09
H 0.3516 -5.8101 5.3000  0.40
H 2.4267 -4.6675 4.9798  0.72
H 1.2120 -3.5332 5.5756  0.29
H 3.4962 -4.1479 2.9374  0.43
H 3.6467 -2.7779 4.1694  0.37
H 3.2768 -2.4941 2.4705  0.05
H -0.8910 -3.9284 3.3484  0.22
H -1.1617 -3.9400 4.9087  0.32
C 6.2216 2.5603 -2.0263  -1.58
C 4.7327 2.3382 -1.8415  1.04
C 3.9375 3.5935 -2.2418  -1.16
O 2.5487 3.3377 -2.2198  0.24
C 1.7678 4.3663 -1.6393  -1.47
N 4.2683 1.1436 -2.5901  -0.70
H 6.3841 2.7316 -3.0933  0.34
H 6.8110 1.7104 -1.6961  0.39
H 6.5081 3.4684 -1.4890  0.36
H 4.4618 2.2494 -0.7820  0.08
H 4.2042 3.8775 -3.2753  0.15
H 4.2013 4.4499 -1.6135  0.54
H 2.1438 5.3644 -1.8708  0.53
H 1.7610 4.1925 -0.5550  0.36
H 0.7245 4.2584 -1.9376  0.41
H 3.7642 0.5372 -1.9507  0.20
H 3.5191 1.4805 -3.1926  0.27
C 3.0526 -3.0707 -2.2505  -1.01
C 1.9852 -3.9177 -1.5421  0.69
C 2.5743 -5.2498 -1.1052  -0.83
O 3.2553 -5.8455 -2.1923  -0.34
C 3.2778 -7.2562 -2.1092  -0.79
N 1.4405 -3.2492 -0.3781  -0.14
H 3.9849 -3.1417 -1.6818  0.42
H 2.7247 -2.0628 -2.4674  0.07
H 3.2894 -3.5518 -3.2056  0.19
H 1.2037 -4.1335 -2.2800  -0.01
H 1.8359 -5.9424 -0.6895  0.56
H 3.2373 -5.0313 -0.2478  0.28
H 4.1376 -7.7190 -2.5906  0.25
H 2.3865 -7.6475 -2.6192  0.30
H 3.2229 -7.5992 -1.0733  0.33
H 2.0950 -3.2916 0.3954  -0.18
H 1.2233 -2.2680 -0.4883  0.12
C -6.4292 0.5585 -1.8682  -1.46
C -6.6249 -0.5478 -2.8757  0.79
C -5.7222 -1.7524 -2.7173  -0.80
O -4.3633 -1.4281 -2.8768  -0.19
C -3.4728 -2.4643 -2.5025  -0.76
N -8.0554 -1.0001 -2.8950  -0.82
H -7.0975 1.4208 -1.8676  0.41
H -5.4179 0.9645 -1.8634  0.25
H -6.5745 0.1348 -0.8634  0.28
H -6.5045 -0.0947 -3.8731  0.22
H -6.0570 -2.5557 -3.3838  0.27
H -5.8608 -2.0987 -1.6809  0.38
H -2.4790 -2.0492 -2.6465  0.14
H -3.6620 -3.4070 -3.0197  0.32
H -3.6033 -2.6781 -1.4317  0.30
H -8.6002 -0.1705 -3.1093  0.29
H -8.1274 -1.5595 -3.7427  0.28
C -1.2035 3.1233 4.3401  -1.02
C -0.4414 4.4471 4.5202  0.69
C 0.1671 4.9541 3.2212  -0.79
O -0.8207 5.4381 2.3407  -0.54
C -0.3186 6.0796 1.1920  -0.68
N -1.3475 5.4615 5.1120  -0.91
H -2.0372 3.3700 3.6789  0.60
H -1.6660 2.8544 5.2880  0.42
H -0.5326 2.3826 3.9146  -0.54
H 0.4626 4.3754 5.1359  0.46
H 0.6959 4.1198 2.7266  0.10
H 0.9469 5.7133 3.3676  0.56
H 0.4207 6.8502 1.4389  0.39
H -1.0788 6.5158 0.5500  0.33
H 0.2071 5.3097 0.6075  0.08
H -2.2809 5.0655 5.1869  0.31
H -1.5229 6.1392 4.3693  0.33
O -3.6433 -0.1338 0.7673  -0.73
H -2.6748 -0.0191 0.6882  -0.22
H -3.7401 -0.8086 1.4504  0.24
O -1.9789 -2.5060 1.7807  -0.78
H -1.5111 -1.7693 2.2000  0.19
H -1.8815 -2.3408 0.8372  0.45

Summary:
Charge: -1
Highest occupied orbital energy in Ha: -0.247
HOMO-LUMO gap in Ha: 0.3214

***

(2)
DFT (ωB97M-V/def2-TZVPD) results for C30H90BrMnNO18 as an isolated structure.

Last column: Löwdin spin population.
CARTESIAN COORDINATES (ANGSTROEM)
Mn 2.9002 -1.4884 0.4983  4.75
Br 2.0155 -3.7247 -0.5405  0.06
N -0.2831 -0.1749 0.0632  0.00
O 0.8018 -0.5078 0.5082  0.03
O -1.1956 0.0658 0.9163  0.00
O -0.3908 0.0540 -1.1034  0.00
C -1.7012 4.0938 3.4732  0.00
C -1.9403 2.9857 2.4940  0.00
O -1.8034 1.7004 3.1139  0.00
H -0.6315 4.2178 3.6422  0.00
H -2.1990 3.8139 4.4016  0.00
H -2.1469 5.0050 3.0742  0.00
H -1.1537 3.0148 1.7400  0.00
H -2.9690 2.9807 2.1339  0.00
H -1.7076 1.0486 2.4156  0.00
C 2.9396 2.5647 1.5876  0.00
C 3.7181 1.4845 0.8317  0.00
O 3.6924 0.2942 1.5369  0.03
H 1.8779 2.3364 1.4941  0.00
H 3.0831 3.5162 1.0755  0.00
H 3.3613 2.6810 2.5860  0.00
H 4.7429 1.8362 0.7123  0.00
H 3.3264 1.2494 -0.1579  0.00
H 3.9738 0.5410 2.4209  0.00
C -1.3851 -4.8174 1.6331  0.00
C -1.1735 -3.4179 2.2666  0.00
O -2.0071 -3.3155 3.4234  0.00
H -2.4371 -4.7598 1.3538  0.00
H -1.1960 -5.6494 2.3114  0.00
H -0.7355 -4.7475 0.7606  0.00
H -1.4033 -2.6353 1.5435  0.00
H -0.1267 -3.1697 2.4417  0.00
H -1.9092 -2.3964 3.6827  0.00
C 1.4321 3.3307 -5.7079  0.00
C 2.2934 2.3444 -4.9351  0.00
O 2.9851 3.0307 -3.8926  0.00
H 0.7692 2.8965 -6.4562  0.00
H 2.1312 3.9770 -6.2385  0.00
H 0.7449 3.8826 -5.0666  0.00
H 2.9865 1.8402 -5.6084  0.00
H 1.6401 1.5955 -4.4875  0.00
H 2.4947 2.7895 -3.1033  0.00
C 0.4561 1.3128 5.5346  0.00
C 1.5737 0.9121 4.6054  0.00
O 1.0267 0.4951 3.3794  0.00
H -0.4068 0.6470 5.5507  0.00
H 0.1257 2.3257 5.3048  0.00
H 0.8554 1.3461 6.5482  0.00
H 2.2316 0.1656 5.0505  0.00
H 2.2107 1.7816 4.4430  0.00
H 0.3842 1.1346 3.0636  0.00
C 6.5308 -3.8808 -0.0129  0.00
C 5.5370 -3.4816 1.0600  0.00
O 5.0334 -2.1085 0.9878  0.03
H 6.0821 -3.6287 -0.9737  0.00
H 6.7653 -4.9362 0.1258  0.00
H 7.4807 -3.3629 0.1193  0.00
H 5.8459 -3.6507 2.0916  0.00
H 4.6357 -4.0828 0.9401  0.00
H 5.6681 -1.4475 1.2736  0.00
C -4.7546 0.5914 1.0209  0.00
C -4.8734 -0.8898 0.6211  0.00
O -4.8161 -1.7185 1.7741  0.00
H -4.7317 1.0559 0.0351  0.00
H -3.8532 0.6072 1.6336  0.00
H -5.6837 0.9979 1.4206  0.00
H -4.1694 -1.1423 -0.1718  0.00
H -5.8501 -0.9542 0.1415  0.00
H -3.9290 -1.7073 2.1409  0.00
C 4.2828 -2.0509 -3.4787  0.00
C 3.2738 -1.0808 -2.7964  0.00
O 3.7248 -0.7797 -1.4395  0.04
H 3.8484 -2.3335 -4.4377  0.00
H 4.2942 -2.9816 -2.9116  0.00
H 5.2723 -1.6554 -3.7080  0.00
H 2.3499 -1.6540 -2.8738  0.00
H 3.2056 -0.1625 -3.3797  0.00
H 4.5240 -0.2527 -1.5113  0.00
C -3.2299 4.7161 -0.2982  0.00
C -4.6762 4.5128 -0.7882  0.00
O -5.7151 5.2697 -0.1497  0.00
H -2.6755 3.9833 -0.8847  0.00
H -3.1399 4.6483 0.7859  0.00
H -2.8533 5.6761 -0.6511  0.00
H -4.9747 3.4659 -0.7327  0.00
H -4.7336 4.6293 -1.8704  0.00
H -6.2394 5.6433 -0.8618  0.00
C 3.6175 -2.7876 4.2477  0.00
C 2.2355 -2.8806 3.5620  0.00
O 2.1844 -1.9035 2.6037  0.03
H 3.9028 -1.7894 4.5798  0.00
H 4.3735 -3.1382 3.5452  0.00
H 3.6772 -3.5258 5.0475  0.00
H 1.4716 -2.5901 4.2831  0.00
H 2.1729 -3.8886 3.1519  0.00
H 1.5293 -1.3213 2.9952  0.00
C 0.0320 -4.9653 -5.2662  0.00
C 0.9587 -3.7495 -5.1255  0.00
O 0.4236 -2.4924 -5.3437  0.00
H -0.1350 -5.0943 -6.3356  0.00
H -0.8686 -4.7374 -4.6961  0.00
H 0.4697 -5.8280 -4.7639  0.00
H 1.8344 -3.7670 -5.7743  0.00
H 1.3452 -3.7083 -4.1072  0.00
H -0.0589 -2.2237 -4.5585  0.00
C -2.9888 -0.3098 6.7761  0.00
C -3.2639 -0.4461 5.2297  0.00
O -2.1121 -0.7769 4.4673  0.00
H -2.7657 -1.2309 7.3147  0.00
H -3.9064 0.0565 7.2364  0.00
H -2.2660 0.4720 7.0095  0.00
H -3.6684 0.4724 4.8045  0.00
H -3.9762 -1.2425 5.0141  0.00
H -1.7499 0.0822 4.2384  0.00
C 1.2244 4.8617 -1.6767  0.00
C 0.2908 3.5910 -1.5239  0.00
O 1.1362 2.4015 -1.6560  0.00
H 0.5866 5.7215 -1.4714  0.00
H 1.5625 4.9716 -2.7071  0.00
H 2.1613 4.9406 -1.1252  0.00
H -0.6125 3.5992 -2.1339  0.00
H -0.0153 3.6817 -0.4817  0.00
H 0.5682 1.6299 -1.7176  0.00
C -2.7170 0.9769 -5.4947  0.00
C -3.0218 2.0565 -4.3820  0.00
O -3.8825 1.4539 -3.3843  0.00
H -1.8766 0.3773 -5.1450  0.00
H -2.4090 1.4558 -6.4242  0.00
H -3.6172 0.3637 -5.5372  0.00
H -3.4912 2.9398 -4.8149  0.00
H -2.1807 2.4371 -3.8025  0.00
H -3.4555 0.6802 -3.0093  0.00
C -2.0229 -3.0786 -2.2157  0.00
C -3.0844 -2.1181 -2.8646  0.00
O -2.4963 -0.9120 -2.8156  0.00
H -2.4085 -4.0970 -2.1687  0.00
H -1.6811 -2.7453 -1.2358  0.00
H -1.1318 -2.8915 -2.8149  0.00
H -3.9000 -2.0785 -2.1426  0.00
H -3.4729 -2.4198 -3.8373  0.00
H -1.8494 -0.8260 -2.1115  0.00

Summary:
2S+1: 6
ΔE to the lowest compared entry with this formula, charge and spin in kcal per mole: 53.6
Highest occupied orbital energy (alpha / beta) in Ha: -0.333 / -0.335
HOMO-LUMO gap (alpha / beta) in Ha: 0.3119 / 0.3133

***

(3)
DFT (ωB97M-V/def2-TZVPD) results for C30H90CsF6O30P as an isolated structure.

Last column: Mulliken charge in e.
CARTESIAN COORDINATES (ANGSTROEM)
Cs 2.4947 -2.7038 1.0263  1.38
P -0.3265 0.1444 0.1023  1.20
F -0.2087 1.1391 -1.2117  -0.41
F -1.8116 -0.2395 -0.4114  -0.50
F 0.4468 -1.0331 -0.7344  -0.70
F -0.3077 -0.8734 1.3855  -0.45
F 1.0715 0.8430 0.6142  -0.38
F -0.9511 1.1789 1.2842  -0.37
C -2.5420 1.2717 4.0636  0.63
C -3.8572 0.6032 4.2204  -0.38
O -3.6593 -0.7589 4.6534  -0.37
O -2.5281 2.7468 3.9750  -0.59
H -1.9971 0.9544 3.1745  -0.50
H -1.9767 1.0400 4.9663  0.20
H -4.4223 0.6662 3.2905  0.15
H -4.4012 1.1611 4.9826  0.43
H -4.2871 -0.8417 5.3750  0.24
H -2.5340 2.8095 3.0170  0.29
C 2.3407 3.1997 -1.5047  1.68
C 2.3738 3.8190 -2.8934  -0.81
O 1.1407 3.8822 -3.6448  -0.53
O 3.0282 4.1034 -0.6016  -0.59
H 2.9313 2.2925 -1.6322  -1.44
H 1.3285 3.0469 -1.1303  0.04
H 2.9287 3.1931 -3.5924  0.36
H 2.8399 4.8034 -2.9363  0.52
H 1.3909 4.5312 -4.3064  0.26
H 2.5019 4.9045 -0.5484  0.38
C -5.9400 -0.7357 -0.2375  -0.23
C -5.4282 -1.7165 0.8245  -0.04
O -6.5893 -2.2079 1.4819  -0.58
O -6.3343 -1.3638 -1.4606  -0.66
H -5.1591 -0.0355 -0.5340  -0.10
H -6.7057 -0.0799 0.1771  0.51
H -4.6624 -1.2305 1.4289  0.14
H -4.9854 -2.5900 0.3461  0.26
H -6.9379 -2.8844 0.8967  0.33
H -5.6042 -1.9610 -1.6389  0.34
C 4.3040 -0.2035 -1.7432  0.76
C 5.3823 0.6835 -2.4394  -0.46
O 6.4340 -0.1208 -3.0444  -0.57
O 4.8102 -1.0369 -0.6487  -0.54
H 3.8907 -0.8890 -2.4831  0.14
H 3.4684 0.3499 -1.3148  -0.43
H 5.7988 1.4608 -1.7987  0.07
H 4.9297 1.3054 -3.2117  0.43
H 6.1440 -0.3487 -3.9307  0.37
H 5.6738 -0.6349 -0.5292  0.31
C -3.8587 -6.0406 1.7320  0.05
C -3.9004 -4.6436 2.5456  -0.04
O -5.2072 -4.2414 2.7737  -0.60
O -4.9008 -6.9661 2.3210  -0.59
H -2.8675 -6.4456 1.9364  0.01
H -3.8474 -5.9471 0.6461  0.14
H -3.2873 -3.9519 1.9679  -0.02
H -3.4007 -4.7627 3.5070  0.45
H -5.3222 -3.3363 3.0722  0.29
H -5.5007 -6.3941 2.8053  0.34
C 1.6974 0.3645 -3.7694  0.43
C 0.9188 -0.9645 -3.8421  -0.93
O -0.3789 -0.6719 -3.4052  1.87
O 1.4752 1.2039 -4.7906  -0.80
H 2.7438 0.0598 -3.7841  -0.06
H 1.7038 0.8655 -2.8014  -0.21
H 1.3271 -1.7482 -3.2040  0.39
H 0.8878 -1.4179 -4.8328  0.51
H -0.2671 -0.1958 -2.5790  -0.81
H 1.0172 2.0021 -4.5174  0.55
C 7.3141 2.0776 0.9073  -0.51
C 6.0389 2.8166 1.2707  -0.30
O 4.9699 1.8976 0.9443  0.20
O 7.5437 0.8642 1.5468  -0.62
H 8.1752 2.7404 0.9923  0.42
H 7.2512 1.8047 -0.1461  0.14
H 6.0796 3.6366 0.5538  0.31
H 6.1444 3.2170 2.2790  0.14
H 4.3761 2.3896 0.3726  -0.27
H 6.6613 0.6580 1.8635  0.33
C -0.3680 -2.5274 4.1390  0.51
C -0.3338 -2.7668 5.5983  -0.57
O 0.9810 -2.8759 6.1119  -0.54
O 0.4920 -3.4855 3.5001  -0.60
H -0.0994 -1.5210 3.8180  -0.10
H -1.3828 -2.6006 3.7479  -0.10
H -0.7162 -3.7658 5.8077  0.36
H -0.8808 -2.0941 6.2589  0.37
H 0.9199 -3.2210 7.0057  0.28
H 1.3539 -3.5098 3.9222  0.36
C -3.1347 -2.5928 -1.9314  1.28
C -1.9168 -3.3402 -2.6622  -0.35
O -1.8145 -2.8912 -3.9693  -0.76
O -4.3174 -3.1652 -2.3094  -0.66
H -2.9312 -1.5646 -2.2306  -1.01
H -3.0459 -2.6994 -0.8503  0.16
H -2.1763 -4.3979 -2.6179  0.58
H -0.9814 -3.1003 -2.1567  -0.01
H -1.0494 -2.3240 -4.0895  0.00
H -4.1796 -4.0901 -2.0925  0.38
C -1.8528 5.4937 0.0926  -0.71
C -2.1703 4.7255 1.3266  -0.06
O -3.4589 4.1756 1.3208  -0.64
O -1.1203 4.5864 -0.7038  -0.26
H -1.1444 6.2793 0.3553  0.31
H -2.7976 5.8405 -0.3260  0.28
H -2.0549 5.3797 2.1908  0.48
H -1.4533 3.9258 1.5122  0.04
H -3.3039 3.6389 0.5400  0.40
H -1.6634 4.1338 -1.3533  0.02
C -1.2854 -1.1652 -7.4613  0.02
C -0.5264 0.1504 -7.3985  -0.48
O -0.9346 0.8174 -6.2294  -0.55
O -2.6974 -1.0696 -7.6629  -0.54
H -1.1874 -1.7367 -6.5383  -0.14
H -0.8488 -1.7263 -8.2875  0.34
H -0.4285 0.8612 -8.2190  0.39
H 0.5055 -0.1199 -7.1745  0.22
H -0.2295 0.8792 -5.5808  0.34
H -3.0456 -1.7531 -7.0857  0.34
C -0.0573 -6.9736 0.5148  -0.51
C -0.2850 -5.5932 -0.2384  0.16
O 1.0110 -4.9193 -0.2205  -0.45
O 1.0759 -7.7041 -0.0261  -0.60
H -0.8610 -7.6732 0.2850  0.42
H -0.0089 -6.8925 1.6007  0.32
H -1.0030 -4.9587 0.2811  -0.04
H -0.5100 -5.5259 -1.3027  0.13
H 1.5741 -5.6297 -0.5364  0.25
H 0.9745 -8.6367 0.1779  0.32
C -3.3815 2.8758 -2.8123  -0.92
C -3.0963 1.7248 -3.7519  0.97
O -3.9490 0.5631 -3.5009  -0.61
O -3.7170 2.6000 -1.4525  -0.36
H -4.2059 3.4257 -3.2662  0.19
H -2.4145 3.3742 -2.8803  0.53
H -2.0243 1.5281 -3.7362  -0.72
H -3.4113 2.0589 -4.7405  0.42
H -3.3206 -0.1463 -3.6540  0.18
H -4.2832 1.8263 -1.5000  0.28
C 3.4485 -0.1731 3.5180  0.23
C 4.5541 -0.0299 4.6798  -0.70
O 4.9027 1.3550 4.8282  -0.47
O 3.9549 -0.3139 2.1754  -0.15
H 2.8039 0.7034 3.5839  0.21
H 2.9225 -1.1228 3.6156  0.04
H 5.4349 -0.6279 4.4458  0.26
H 4.1186 -0.1920 5.6658  0.42
H 4.5918 1.6744 5.6785  0.29
H 4.1891 0.5417 1.8084  -0.01
C 3.2807 4.8801 3.6124  -0.46
C 3.4139 6.3597 3.9904  -0.43
O 2.2016 7.0325 3.5076  -0.55
O 3.5079 4.6978 2.1991  -0.25
H 2.2288 4.6171 3.7234  0.39
H 3.8336 4.1465 4.1991  0.19
H 4.3147 6.8408 3.6091  0.29
H 3.4717 6.4310 5.0765  0.34
H 2.2897 7.9406 3.2091  0.29
H 2.6263 4.6176 1.8275  0.20

Summary:
Highest occupied orbital energy in Ha: -0.340
HOMO-LUMO gap in Ha: 0.3245

***

Asked for calculated total energy across the records above, the calculation gives -3555.76817 -6330.88428 -4414.75808 hartree in order.